1.
The following is a DFT calculation (ωB97M-V with the def2-TZVPD basis set) of a structure of composition C38H53N4OP2Ti.

```
99
Properties=species:S:1:pos:R:3:forces:R:3
C 0.246350 2.755644 0.584475 -0.42 -0.19 0.10
C -1.557295 1.724662 -0.529327 0.16 -0.29 0.30
C -0.410528 3.980473 0.572275 0.28 0.09 -0.02
C -2.221783 2.941099 -0.626459 -0.04 0.29 -0.11
C -1.658478 4.072562 -0.036913 -0.17 -0.26 -0.10
H 0.089146 4.835435 1.025008 -0.22 -0.06 -0.24
H -3.179837 2.971724 -1.149419 0.30 0.14 0.19
H -2.191236 5.020461 -0.069317 0.14 -0.16 0.02
N -0.375323 1.646737 0.141435 -0.35 0.42 -0.55
P 2.545277 1.127697 0.409070 0.26 0.71 -0.11
P -2.062222 -1.085655 -0.125526 0.38 0.43 -0.29
C 1.663773 2.607186 1.102844 0.06 0.45 0.29
H 2.239013 3.515445 0.863005 -0.33 -0.16 0.17
H 1.651817 2.533378 2.205830 0.07 -0.04 -0.38
C 1.833614 -1.739564 0.205354 2.69 -4.57 -0.39
O 2.622852 -2.626972 0.128843 -2.20 2.91 0.29
C -2.040798 0.467695 -1.168142 0.96 -0.76 -1.90
H -2.952594 0.572885 -1.759518 -0.04 0.35 0.28
C -2.449302 -2.541099 -1.304688 0.00 0.34 -0.09
C -3.522154 -0.798494 1.025723 0.06 -0.36 -0.36
C 3.247064 1.798166 -1.224722 0.22 -0.01 0.21
C 3.913715 0.824396 1.676958 0.08 0.21 -0.26
C -1.124485 -3.230957 -1.683724 0.03 -0.08 -0.09
H -0.578713 -3.585030 -0.798677 -0.13 0.07 -0.16
H -1.362188 -4.102609 -2.313361 0.05 0.18 0.20
H -0.459494 -2.579080 -2.256572 -0.12 -0.14 0.16
C -3.327448 -3.596256 -0.614758 -0.06 -0.10 -0.02
H -2.875105 -3.957862 0.317427 -0.10 0.06 -0.20
H -4.344208 -3.239715 -0.416137 0.32 -0.12 -0.02
H -3.416114 -4.459354 -1.292784 0.06 0.23 0.16
C -3.134305 -2.067698 -2.594891 -0.05 -0.22 -0.13
H -3.344582 -2.960108 -3.204707 0.03 0.25 0.06
H -4.090252 -1.562817 -2.416343 0.20 -0.12 -0.06
H -2.486450 -1.407699 -3.183293 -0.22 -0.20 0.11
C -3.484153 -1.897870 2.108721 -0.20 0.01 0.17
H -2.452201 -2.125477 2.410482 -0.26 0.03 -0.02
H -4.021926 -1.541394 2.998442 0.07 -0.13 -0.14
H -3.965370 -2.827278 1.784552 0.19 0.27 0.09
C -3.357993 0.557464 1.726714 0.03 0.11 0.01
H -2.388746 0.640861 2.232412 -0.26 -0.01 -0.16
H -3.463222 1.398138 1.032067 -0.03 -0.21 0.22
H -4.144841 0.645638 2.491384 0.18 0.00 -0.20
C -4.852152 -0.790531 0.235227 -0.43 0.26 0.36
H -4.735737 -0.566442 -0.833339 0.00 -0.07 0.37
H -5.399287 -1.735778 0.344217 0.17 0.28 -0.13
H -5.501490 -0.003196 0.647452 0.06 -0.23 -0.11
C 4.884688 -0.243164 1.143846 0.16 -0.07 0.13
H 5.513720 -0.575067 1.983904 -0.10 0.07 -0.23
H 4.363048 -1.124748 0.754439 0.18 0.21 0.07
H 5.556465 0.150415 0.370744 -0.22 -0.08 0.23
C 3.277722 0.286608 2.969677 -0.05 -0.10 0.03
H 2.626313 1.026802 3.450349 0.06 -0.13 -0.06
H 2.711404 -0.636548 2.805038 0.04 0.13 -0.01
H 4.090996 0.058300 3.676121 -0.24 0.08 -0.18
C 4.687640 2.105594 2.033215 0.27 -0.03 0.23
H 5.228583 1.919686 2.972875 -0.11 0.09 -0.18
H 5.442881 2.368049 1.285367 -0.29 -0.06 0.25
H 4.033467 2.970632 2.199147 0.17 -0.17 -0.01
C 2.115071 2.344143 -2.111784 -0.18 -0.12 -0.04
H 2.569426 2.761034 -3.024995 -0.11 -0.09 0.30
H 1.423202 1.555676 -2.422324 0.13 0.13 0.12
H 1.547427 3.146042 -1.624672 0.10 -0.06 -0.10
C 3.930935 0.636613 -1.966484 0.07 -0.04 -0.12
H 3.255396 -0.220237 -2.097008 0.09 0.22 0.02
H 4.226415 0.993517 -2.964933 -0.07 -0.12 0.22
H 4.839177 0.292819 -1.458239 -0.27 0.10 -0.18
C 4.243731 2.945205 -1.002809 0.22 -0.02 -0.26
H 3.823334 3.758099 -0.396340 0.18 -0.16 -0.11
H 5.187495 2.606319 -0.561530 -0.30 0.11 -0.14
H 4.488960 3.370904 -1.988117 -0.06 -0.07 0.25
Ti 0.487912 -0.330037 0.187219 0.31 -0.32 1.20
N 0.323494 -0.451268 -1.774184 -1.39 0.91 -2.28
C -0.669590 0.058716 -2.356061 -0.32 -0.08 3.63
C -0.877371 0.451022 -3.735646 0.02 0.29 -0.90
C 0.026454 -0.114927 -4.647119 -0.23 0.08 -0.24
C -1.867425 1.353459 -4.176887 0.41 -0.43 0.00
C -0.094021 0.160447 -6.006362 -0.12 0.16 0.13
H 0.802666 -0.774058 -4.248680 -0.29 0.18 -0.23
C -1.971497 1.633509 -5.539195 0.11 -0.04 0.03
H -2.528956 1.834473 -3.453449 0.16 -0.18 -0.31
C -1.096940 1.031397 -6.454011 0.06 -0.10 0.25
H 0.597961 -0.308966 -6.705785 -0.23 0.19 0.09
H -2.741450 2.326378 -5.886472 0.29 -0.23 0.06
H -1.192062 1.243910 -7.518755 0.00 -0.04 0.28
N -0.318755 -0.088908 4.432584 -0.07 0.11 0.79
C -0.228894 0.389103 3.178272 0.47 -1.87 -0.55
N 0.027985 -0.609737 2.319271 -0.29 1.21 0.51
C 0.072526 -1.799146 3.066341 0.04 0.68 -0.27
C 0.256750 -3.124208 2.667540 0.11 -0.31 0.41
C 0.257799 -4.098524 3.678097 -0.02 0.43 -0.69
C 0.062576 -3.756984 5.026736 -0.10 0.68 0.28
C -0.136988 -2.422050 5.412864 0.06 -0.63 0.09
C -0.127561 -1.475662 4.400495 -0.16 0.43 0.30
H -0.488714 0.470390 5.266238 0.06 -0.31 -0.43
H -0.365999 1.438849 2.930042 0.11 -0.35 0.00
H 0.408954 -3.346693 1.611698 -0.06 -0.16 0.37
H 0.416207 -5.144290 3.410758 -0.07 0.32 0.07
H 0.067158 -4.547986 5.777847 0.00 0.30 -0.19
H -0.290325 -2.103713 6.443816 0.04 -0.35 -0.18
```
Positions in Å, forces in eV/Å.

The expectation value of S² is 2.01. The calculation puts the lowest unoccupied orbital energy (spin up / spin down) at -2.7 / -2.6 eV. The charge is +1. The value obtained for the HOMO-LUMO gap (spin up / spin down) is 0.228 / 0.281 hartree. Its energy relative to the best compared isomer or geometry (same formula, charge and spin) is 0.00 kcal per mole. As for the spin multiplicity: 3. The value obtained for the strongest force on any atom is 5.32 eV/Å.

---

2.
The following is a DFT calculation (ωB97M-V with the def2-TZVPD basis set) of a cluster of 2 separate species, BrNO3 in total.

```
5
Properties=species:S:1:pos:R:3:forces:R:3
N 0.791105 -0.455389 0.399049 -4.38 3.89 -1.87
O 0.416229 0.240622 1.252319 1.04 -0.40 1.70
O 1.386351 -1.317858 -0.010096 2.83 -3.27 -0.09
O -0.845097 0.124848 -1.200827 0.39 -0.04 0.43
Br -1.748587 1.407777 -0.440446 0.11 -0.18 -0.16
```
Positions in Å, forces in eV/Å.

The calculation puts the lowest unoccupied orbital energy (spin up / spin down) at -0.6 / -2.0 eV. The value obtained for the HOMO-LUMO gap (spin up / spin down) is 0.340 / 0.261 hartree. Its energy relative to the best compared isomer or geometry (same formula, charge and spin) is 36.44 kcal per mole. As for the spin multiplicity: 1. The value obtained for the strongest force on any atom is 6.15 eV/Å.

---

3.
The following is a DFT calculation (ωB97M-V with the def2-TZVPD basis set) of a structure of composition C29H29CoN3Si.

```
63
Properties=species:S:1:pos:R:3:forces:R:3
C -0.881610 -0.901266 -1.836765 -0.75 0.21 -2.05
C -2.060777 -0.106817 -2.053104 0.08 -0.69 -1.66
C -1.694093 1.275448 -1.935606 -0.50 0.99 -0.31
H -3.071898 -0.429888 -2.312743 0.54 -0.15 0.18
C -0.310466 1.328716 -1.568589 1.78 -0.12 -1.06
C 0.197226 -0.004902 -1.556835 0.63 0.45 -2.47
H 1.247073 -0.284612 -1.506328 -0.47 0.06 0.52
H -0.857528 -1.988902 -1.940627 0.13 0.50 0.33
H -2.294148 2.151474 -2.210561 0.20 -0.50 0.14
H 0.277148 2.215528 -1.312096 -0.29 -0.45 -0.30
Co -1.319577 0.235339 -0.246344 -1.17 -0.36 7.52
C 1.664432 3.237878 2.424244 0.79 1.90 -0.33
H 2.166937 3.441948 1.463702 0.05 0.00 0.38
H 2.380592 3.460690 3.253705 -0.76 -0.19 -0.68
H 0.790102 3.920012 2.438697 0.41 -0.54 0.32
Si -3.098867 2.398574 0.231498 -1.76 2.84 0.33
C -4.044840 2.765974 1.887404 -0.25 -1.24 -0.30
C -5.416313 2.480406 1.692827 -0.09 -0.39 0.06
H -5.789945 2.095926 0.729037 0.32 0.10 0.60
C -6.356446 2.649603 2.712185 0.18 0.11 -0.25
H -7.383409 2.321626 2.514538 0.36 0.35 0.24
C -5.956364 3.188629 3.935870 -0.08 -0.32 -0.42
H -6.709091 3.308063 4.719284 0.45 0.07 -0.13
C -4.611297 3.524758 4.126353 -0.23 0.00 -0.18
H -4.333256 3.952095 5.085029 0.20 -0.05 -0.19
C -3.655700 3.302620 3.125678 -0.38 -0.32 0.02
H -2.622755 3.534256 3.334750 0.15 0.02 -0.03
C -2.699574 4.217730 -0.280172 1.20 -0.35 -0.23
C -3.607605 5.206105 0.147682 -0.26 0.01 -0.05
H -4.382074 4.959027 0.870220 0.11 0.07 -0.24
C -3.567101 6.506633 -0.360528 0.53 -0.09 -0.29
H -4.327300 7.235407 -0.069399 0.29 -0.28 0.01
C -2.542731 6.877438 -1.248622 -0.15 -0.25 0.19
H -2.492895 7.909920 -1.631218 0.00 -0.69 0.18
C -1.584853 5.924943 -1.619275 -0.05 -0.01 0.10
H -0.783553 6.221096 -2.299748 -0.20 -0.17 0.24
C -1.655139 4.606250 -1.135773 -0.45 0.57 -0.12
H -0.905579 3.880241 -1.441361 -0.13 0.30 -0.03
H -4.329097 2.216464 -0.635119 0.86 -0.92 0.02
H 1.401153 2.217520 2.406502 -0.52 -1.20 0.28
C 4.359126 -1.591942 0.956457 -0.11 0.18 0.07
C 3.954153 -0.368484 0.399766 -0.08 -0.32 0.10
C 2.621826 0.040355 0.485367 -0.83 -0.43 -0.12
C 1.640129 -0.805523 1.062105 1.05 0.23 0.60
C 2.095832 -1.959877 1.726371 0.28 -0.55 -0.33
C 3.424844 -2.372690 1.656350 0.25 0.50 -0.45
N 0.245025 -0.504221 1.143723 0.04 -0.48 1.06
N -0.212256 -1.012296 2.285413 -1.31 0.61 -0.29
C -1.577910 -1.012152 2.422511 1.38 0.38 -1.00
C -2.156307 -1.469072 3.638106 0.39 0.28 -0.45
C -3.514638 -1.360415 3.808385 0.88 -0.01 -0.17
C -4.262511 -0.872496 2.736289 -0.39 0.21 -1.47
C -3.660934 -0.616322 1.499050 -0.27 0.36 0.77
N -2.310816 -0.583829 1.331423 -1.08 -0.54 0.99
H 5.406136 -1.907767 0.861532 -0.55 0.11 0.08
H 4.682256 0.257523 -0.123461 -0.27 -0.15 0.29
H 2.301702 1.006498 0.093737 0.21 -0.17 0.01
H 1.391273 -2.579864 2.273369 0.12 0.17 -0.25
H 3.732805 -3.316333 2.115382 -0.15 0.40 -0.10
H -1.457650 -1.848935 4.383556 -0.32 0.12 -0.14
H -3.979128 -1.671544 4.731020 -0.10 0.09 0.07
H -5.324916 -0.696301 2.848899 0.00 -0.27 -0.19
H -4.246752 -0.387228 0.597067 0.09 0.04 0.58
```
Positions in Å, forces in eV/Å.

The expectation value of S² is 6.05. The calculation puts the lowest unoccupied orbital energy (spin up / spin down) at -5.6 / -5.7 eV. The charge is +1. The value obtained for the HOMO-LUMO gap (spin up / spin down) is 0.138 / 0.191 hartree. Its energy relative to the best compared isomer or geometry (same formula, charge and spin) is 0.00 kcal per mole. As for the spin multiplicity: 5. The value obtained for the strongest force on any atom is 7.62 eV/Å.

---

4.
The following is a DFT calculation (ωB97M-V with the def2-TZVPD basis set) of an isolated molecule of C6H9N.

```
16
Properties=species:S:1:pos:R:3:forces:R:3
C 0.190967 1.166842 1.964797 -0.01 0.31 0.47
C -0.692131 0.624678 0.482198 -0.50 0.07 -0.20
N -0.258129 2.019107 1.084299 0.40 -0.53 0.53
C -0.502526 0.978248 -1.012565 -0.09 0.24 -0.31
C 0.044126 -0.269238 -0.521762 -0.06 0.18 0.04
C 1.270660 -1.069874 -0.682961 0.22 0.12 0.13
C -0.091581 -1.683499 -0.955217 -0.18 -0.07 0.14
H 1.259481 1.060486 2.248683 -0.12 0.00 -0.19
H -0.498830 0.699564 2.715894 0.25 -0.35 -0.53
H -1.647612 0.203193 0.808861 0.10 0.44 -0.16
H 0.188738 1.797671 -1.181280 -0.22 -0.13 0.05
H -1.452496 1.070254 -1.522130 0.07 -0.33 -0.28
H 1.771010 -1.366784 0.232341 0.04 -0.05 -0.13
H 1.921125 -0.854512 -1.526225 -0.08 -0.06 0.14
H -0.356346 -1.876029 -1.996426 0.02 0.17 0.31
H -0.490228 -2.406624 -0.252006 0.16 0.01 -0.01
```
Positions in Å, forces in eV/Å.

The calculation puts the lowest unoccupied orbital energy at 1.0 eV. The value obtained for the HOMO-LUMO gap is 0.322 hartree. Its energy relative to the best compared isomer or geometry (same formula, charge and spin) is 142.44 kcal per mole. As for the spin multiplicity: 1. The value obtained for the strongest force on any atom is 0.85 eV/Å.